Record 1
Molecular formula: C39H55Cl3I2N8O6PS2
Method: DFT, ωB97M-V/def2-TZVPD

Computed properties:
HOMO energy = -10.68 eV
Multiplicity = 1
Total charge = +1
Frontier orbital gap = 6.2 eV

Each line ends with the Mulliken charge.
Geometry (Å):
S (-6.24, 6.48, -0.61)  -0.17
H (3.13, -5.58, 2.98)  0.35
H (5.03, -1.81, -0.96)  0.39
H (5.29, -4.78, -1.33)  0.34
H (1.69, 1.61, 2.66)  0.54
C (4.27, 2.63, 0.38)  -1.81
H (-0.31, -1.44, -1.10)  0.60
C (3.72, 2.31, 3.21)  0.22
I (-1.74, 4.70, -1.99)  0.24
I (-2.28, 2.50, 2.11)  0.09
H (3.10, 6.81, -1.21)  0.28
H (5.25, 2.08, -1.67)  0.30
C (-4.26, -9.80, 2.88)  -0.26
N (-5.43, -9.24, 2.53)  -0.42
P (1.20, 5.47, -1.39)  -0.20
C (-3.38, -4.61, 1.00)  -0.58
C (-4.91, -10.01, 5.16)  -0.14
H (4.48, -7.09, -0.81)  0.35
H (7.98, 5.30, -1.89)  0.29
H (6.80, 3.83, -0.58)  0.40
H (-0.26, 6.11, 1.87)  0.17
Cl (1.55, 3.63, -3.40)  -0.06
H (-5.49, -7.27, 0.99)  0.47
N (-5.29, -4.21, -0.42)  -0.46
H (-5.82, -0.17, -2.79)  0.41
H (4.32, -0.65, -4.95)  0.29
H (0.05, 2.26, -2.16)  0.56
H (6.94, 6.57, -1.80)  0.26
H (-6.54, 1.53, -3.01)  0.30
H (-3.33, -6.52, 2.00)  0.40
C (4.32, -0.99, -0.58)  -0.87
H (-4.70, -10.30, 6.18)  0.36
C (-5.65, 4.85, 0.14)  -0.09
H (3.37, -7.49, 1.39)  0.38
H (-1.04, 2.60, -0.38)  -0.02
C (-2.04, -0.39, -0.16)  -0.09
O (-2.38, -1.24, 0.73)  -0.57
H (4.96, 1.74, 0.70)  0.54
C (-3.95, -10.19, 4.17)  -0.42
C (-4.36, 0.16, -0.46)  -0.25
H (1.05, 3.17, 1.39)  0.66
H (-1.57, 5.37, 2.94)  0.40
C (4.80, -5.00, -0.38)  -0.01
C (1.91, 0.60, -2.78)  -1.10
C (5.84, 4.17, -1.11)  -0.83
H (-6.68, -5.71, -0.56)  0.36
C (-5.08, -6.29, 0.76)  -0.12
S (0.77, 0.12, 0.46)  -0.22
H (1.05, 0.90, -3.51)  0.43
C (-4.12, -3.82, 0.13)  0.28
N (4.68, -3.96, 0.46)  -0.30
H (-4.68, 1.26, -3.29)  0.23
N (3.43, -0.75, -4.41)  -0.72
C (-0.53, -0.34, -0.76)  0.36
C (3.38, -0.08, -0.48)  -0.56
H (-6.27, 1.37, -0.51)  0.37
H (3.05, 0.50, 2.12)  0.59
H (-3.78, -2.83, -0.15)  0.06
C (-5.28, 1.36, -1.10)  0.02
H (5.34, 5.02, -0.48)  0.23
O (-2.98, 0.55, -0.73)  -0.23
C (-5.60, 0.95, -2.66)  -1.16
C (-5.74, -5.43, -0.10)  -0.52
N (1.76, 3.46, 0.66)  0.63
Cl (2.42, 4.89, 1.46)  0.13
C (4.71, 2.97, -1.14)  0.42
O (3.34, 3.22, 4.03)  -0.49
C (6.09, 4.82, -2.58)  -0.23
H (-5.19, 7.42, -0.53)  0.13
H (3.99, -3.34, 2.29)  0.36
H (-4.55, 0.15, 0.68)  0.34
Cl (5.50, 1.81, 3.43)  -0.15
C (4.08, -4.20, 1.64)  -0.21
H (-7.28, -8.63, 3.19)  0.36
H (-6.43, 4.56, 0.94)  0.31
H (3.67, -1.44, -3.66)  0.27
H (3.88, 3.35, -1.83)  -0.28
H (-2.40, 4.82, 0.70)  0.22
C (3.74, -6.50, 1.13)  -0.12
H (1.33, 7.32, -0.04)  0.31
H (-6.90, -9.28, 5.57)  0.35
C (-6.34, -9.08, 3.50)  -0.10
N (2.97, 5.82, -1.52)  -0.35
H (3.25, 1.48, -4.48)  0.31
H (-3.54, -9.92, 2.07)  0.38
C (-6.13, -9.44, 4.82)  -0.48
H (1.60, -0.49, -2.47)  0.32
C (4.35, -6.28, -0.10)  -0.59
H (-2.45, -4.25, 1.41)  0.40
H (-4.64, -0.80, -1.00)  0.09
C (-0.75, 5.11, 2.15)  -0.93
C (-1.42, 4.26, 1.01)  -0.20
H (3.10, 5.87, -2.55)  0.26
H (4.71, 3.51, 1.00)  0.82
C (3.24, 0.60, -3.75)  0.02
C (0.89, 3.74, -0.53)  1.93
O (-4.62, 2.67, -1.02)  0.10
C (2.72, 1.62, 2.15)  -0.80
C (2.20, 1.06, -0.32)  0.97
C (1.07, 2.73, -1.81)  -1.27
H (4.13, 0.72, -3.01)  0.02
H (0.01, 4.45, 2.75)  0.30
O (0.59, 6.77, -0.43)  -0.49
H (-2.99, -10.64, 4.40)  0.36
C (-5.59, 3.74, -1.06)  0.35
C (2.72, 2.30, 0.64)  -0.37
H (-4.62, 5.03, 0.61)  -0.12
N (1.97, 1.58, -1.67)  0.45
C (3.60, -5.44, 2.02)  -0.54
O (-6.42, 3.92, -2.02)  -0.53
C (-0.71, 3.71, -0.27)  -1.43
C (-3.88, -5.87, 1.32)  -0.29
H (5.21, 5.47, -2.95)  0.07
H (6.37, 4.03, -3.36)  0.31
N (7.26, 5.80, -2.43)  -0.71
H (-0.59, 0.27, -1.72)  0.04

Record 2
Molecular formula: C4H2O2
Method: DFT, ωB97M-V/def2-TZVPD

Computed properties:
HOMO energy = -8.77 eV
Energy above the lowest of the compared OMol25 structures with the same formula, charge and spin = 445.1 kJ/mol
Multiplicity = 1
Total charge = 0
Frontier orbital gap = 7.8 eV

Each line ends with the natural charge from an NBO analysis.
Geometry (Å):
C (-1.76, 0.73, 1.25)  0.84
H (1.32, 0.04, 0.08)  0.06
O (-1.77, 1.83, 0.88)  -0.37
C (2.00, -0.23, -0.78)  0.09
C (-1.66, -0.56, 1.49)  -0.72
O (1.39, 0.13, -1.87)  -0.64
C (-1.45, -1.79, 1.63)  0.26
H (1.93, -0.14, -2.67)  0.50

Record 3
Molecular formula: C2H4O4S
Method: DFT, ωB97M-V/def2-TZVPD

Computed properties:
HOMO energy = -9.95 eV
Energy above the lowest of the compared OMol25 structures with the same formula, charge and spin = 230.0 kJ/mol
Multiplicity = 1
Total charge = 0
Frontier orbital gap = 9.7 eV

Each line ends with the natural charge from an NBO analysis.
Geometry (Å):
S (-0.42, 0.04, -0.54)  1.53
H (0.85, -1.43, 0.95)  0.21
O (-2.99, 0.40, 0.69)  -0.96
H (-3.13, 1.40, 0.43)  0.48
O (-0.17, 0.59, -1.84)  -0.89
H (2.49, 0.55, -0.81)  0.11
H (-3.95, 0.03, 0.80)  0.48
O (0.52, 0.74, 0.60)  -0.63
O (3.27, -1.32, -0.30)  -0.49
C (2.42, -0.48, -0.30)  0.39
C (1.12, -0.51, 0.33)  -0.23

Record 4
Molecular formula: C5H8N4O2
Method: DFT, ωB97M-V/def2-TZVPD

Computed properties:
HOMO energy = -9.22 eV
Energy above the lowest of the compared OMol25 structures with the same formula, charge and spin = 505.3 kJ/mol
Multiplicity = 1
Total charge = 0
Frontier orbital gap = 8.8 eV

Each line ends with the natural charge from an NBO analysis.
Geometry (Å):
N (-2.19, 1.15, 0.44)  -0.83
N (1.25, -0.21, -0.06)  -0.31
O (4.58, 0.85, 0.02)  -0.37
N (3.69, 0.01, 0.06)  0.51
N (0.74, 1.98, -0.10)  -0.46
H (-1.20, 0.30, -1.45)  0.22
H (2.02, -2.10, 0.49)  0.26
C (2.37, 0.52, -0.01)  0.11
C (2.06, 1.88, -0.14)  0.01
H (-1.73, 1.43, 1.27)  0.37
H (0.36, -1.93, 0.29)  0.20
C (0.28, 0.74, -0.12)  0.37
H (2.66, 2.69, -0.22)  0.22
H (-1.45, -0.64, 0.09)  0.20
O (3.89, -1.21, 0.11)  -0.42
H (-2.58, 1.92, -0.04)  0.37
C (-1.26, 0.31, -0.33)  -0.26
C (1.25, -1.65, -0.09)  -0.40
H (1.30, -1.92, -1.09)  0.21

Record 5
Molecular formula: C27H35ClN4P2Pt
Method: DFT, ωB97M-V/def2-TZVPD

Computed properties:
HOMO energy (spin up / spin down) = -10.64 / -13.93 eV
⟨S²⟩ = 6.021
Energy above the lowest of the compared OMol25 structures with the same formula, charge and spin = 0.0 kJ/mol
Multiplicity = 5
Total charge = +2
Frontier orbital gap (spin up / spin down) = 5.0 / 5.2 eV

Each line ends with the Mulliken charge.
Geometry (Å):
C (-1.61, 0.09, 0.06)  0.74
C (-1.14, -2.57, -2.72)  -0.45
H (-4.45, 0.32, -1.36)  0.51
C (-1.49, -2.88, 0.19)  -1.74
H (-6.92, -2.95, 0.13)  0.45
C (2.28, 2.57, -2.14)  -1.37
H (3.08, 3.16, -2.61)  0.35
H (5.09, 0.60, 2.21)  0.62
H (2.69, -0.25, 1.15)  0.68
C (2.72, -0.78, -2.63)  -0.28
C (-2.27, -1.50, -4.37)  -0.70
C (-6.14, -1.07, -0.82)  -0.79
N (-0.62, 0.99, 4.05)  0.51
H (-4.28, -3.38, 0.72)  0.40
H (-0.50, -3.19, -2.10)  0.41
H (4.84, 1.43, -0.23)  0.44
H (-7.03, -0.59, -1.21)  0.47
C (3.79, 1.97, 3.41)  -0.79
C (-0.69, 2.29, 4.59)  -0.45
H (-3.31, -0.12, -2.93)  0.31
C (-1.53, 0.81, 6.10)  -0.64
C (-4.85, -0.60, -0.94)  -0.34
H (0.77, 1.81, -3.52)  0.43
H (-0.40, -2.79, 0.03)  0.41
H (-2.04, 0.89, -0.56)  0.65
H (-0.83, -3.19, -4.79)  0.49
H (-1.79, -3.84, -0.26)  0.48
C (1.64, 0.15, -2.47)  0.30
C (4.71, 0.89, -2.39)  -0.78
H (-1.67, -2.89, 1.27)  0.48
H (1.80, 2.69, 4.09)  0.40
C (-1.82, 0.42, 1.57)  -1.04
H (2.45, 1.44, -3.97)  0.26
P (-0.19, 0.66, 2.46)  0.18
H (-2.39, 1.35, 1.71)  0.51
H (2.61, 2.39, 0.05)  0.65
C (1.75, 1.50, -3.12)  -0.76
C (-1.27, 2.20, 5.85)  -0.70
Pt (2.65, -0.09, -0.70)  0.46
Cl (0.36, -1.30, 2.57)  -0.20
H (-1.50, 3.02, 6.51)  0.46
N (1.84, 1.21, 2.50)  0.42
H (4.11, -0.25, -4.16)  0.40
N (-2.00, -1.63, -2.14)  0.66
C (4.11, 1.00, 2.44)  -0.37
C (-6.08, -2.31, -0.12)  -0.61
C (-4.75, -2.57, 0.16)  -0.41
H (4.76, -1.25, -2.87)  0.39
C (-1.15, 0.08, 4.98)  -0.31
P (-2.29, -1.48, -0.50)  0.48
H (2.43, -1.83, -2.81)  0.53
H (1.48, 3.26, -1.85)  0.33
C (-1.31, -2.53, -4.09)  -0.75
H (0.61, -0.25, -2.38)  -0.06
H (-1.94, 0.40, 7.00)  0.46
H (-0.53, 0.05, -0.20)  -0.86
C (-2.65, -0.93, -3.17)  -0.26
H (4.63, 1.76, -3.05)  0.22
H (4.47, 2.56, 4.03)  0.44
C (2.40, 2.06, 3.44)  -0.12
C (2.89, 0.58, 1.88)  -0.92
H (-2.31, -0.42, 2.09)  0.62
N (-3.97, -1.52, -0.35)  0.41
H (5.77, 0.66, -2.22)  0.38
C (4.11, -0.40, -3.08)  -1.02
H (-1.15, -0.98, 4.80)  0.45
C (4.11, 1.22, -1.03)  0.01
H (-2.65, -1.22, -5.34)  0.50
C (2.84, 1.91, -0.90)  -0.64
H (-0.27, 3.13, 4.07)  0.58

Record 6
Molecular formula: C4H9O3
Method: DFT, ωB97M-V/def2-TZVPD

Computed properties:
HOMO energy = -3.53 eV
Energy above the lowest of the compared OMol25 structures with the same formula, charge and spin = 214.7 kJ/mol
Multiplicity = 1
Total charge = -1
Frontier orbital gap = 7.0 eV

Each line ends with the natural charge from an NBO analysis.
Geometry (Å):
C (2.53, -0.46, 0.82)  0.79
C (-2.04, 0.56, -1.50)  -0.06
O (-0.83, 1.22, -1.12)  -0.74
H (2.41, -0.44, 3.01)  0.20
O (1.92, -1.46, 0.39)  -0.80
H (-0.28, 1.47, -1.86)  0.47
H (-1.99, -0.95, 0.16)  0.24
H (-2.17, 0.62, -2.58)  0.16
H (-2.52, -1.58, -1.58)  0.21
C (1.96, 0.14, 2.21)  -0.78
H (-2.79, 1.12, -0.93)  0.16
C (-2.01, -0.88, -0.94)  -0.73
O (3.48, 0.21, 0.36)  -0.80
H (2.37, 1.15, 2.21)  0.20
H (0.89, 0.24, 2.07)  0.20
H (-0.93, -0.97, -0.73)  0.29

Energy values (in eV) by entry order: -150248.483; -8267.915; -21161.073; -15365.982; -68851.640; -10436.240.